[1]
A 5-piece molecular cluster, C16H33N3O2S2 overall at a distorted geometry. Source: OMol25; level of theory: the ωB97M-V functional and the def2-TZVPD basis.

## Properties
HOMO energy = -9.0 eV
relative energy (zero: lowest compared OMol25 entry of this formula, charge and spin) = 4.713 eV
orbital gap = 8.99 eV
energy = -47355.129 eV
total charge = 0

CARTESIAN COORDINATES (ANGSTROEM)
C  -0.1925  14.2514  8.9703
C  0.6235  14.9547  7.9094
C  0.4810  14.5447  6.4995
C  0.7268  15.5551  5.5077
N  0.8583  16.4688  4.7205
H  -1.2157  14.2732  8.5953
H  0.0262  14.6646  9.9549
H  0.1698  13.2248  9.0253
H  1.6591  14.6639  8.0856
H  0.5699  16.0433  7.9140
H  -0.5731  14.3092  6.3522
H  1.0849  13.7397  6.0809
C  -1.9030  16.1025  7.1805
C  -2.2206  17.2030  6.1640
C  -3.6240  17.8493  6.1269
C  -4.6974  16.8716  6.1848
N  -5.5314  16.0671  6.2047
H  -2.1446  16.4730  8.1767
H  -0.8852  15.7216  7.2646
H  -2.3676  15.1597  6.8918
H  -1.9849  16.7301  5.2106
H  -1.5316  18.0244  6.3605
H  -3.8145  18.5066  5.2785
H  -3.8991  18.4831  6.9699
C  1.8728  11.6861  7.3780
C  1.2765  10.7449  6.2840
C  2.4014  10.2357  5.2918
C  3.5736  11.0806  4.9930
N  4.5080  11.7454  4.7933
H  2.6771  11.1991  7.9293
H  1.1679  11.8527  8.1925
H  2.2939  12.6323  7.0381
H  0.4395  11.1984  5.7530
H  0.8835  9.8213  6.7090
H  1.8851  10.1085  4.3403
H  2.7786  9.2210  5.4193
C  3.2067  13.0460  8.8303
S  4.4802  13.7598  9.9661
O  4.8168  15.1196  9.4325
C  3.1001  14.0676  11.2452
H  3.7010  12.8438  7.8801
H  2.5384  13.8799  8.6156
H  2.7996  12.2558  9.4611
H  2.6390  15.0411  11.0786
H  3.4983  14.0959  12.2595
H  2.3364  13.2913  11.2939
C  0.9334  18.1765  7.0170
S  -0.0317  19.7071  6.3918
O  0.9521  20.8498  6.1753
C  -0.3004  19.0528  4.6840
H  1.3935  18.5452  7.9337
H  1.6977  17.8778  6.2995
H  0.1924  17.4481  7.3463
H  -0.8364  18.1041  4.7108
H  0.6216  18.7523  4.1863
H  -0.6715  19.8447  4.0333

---

[2]
A 2-piece molecular cluster, C16H33NO7PSi overall at a distorted geometry. Source: OMol25; level of theory: the ωB97M-V functional and the def2-TZVPD basis.

## Properties
HOMO energy = -3.8 eV
orbital gap = 5.67 eV
energy = -50115.578 eV
total charge = -1

CARTESIAN COORDINATES (ANGSTROEM)
C  0.5077  -0.4169  3.2889
O  0.7689  -1.7960  2.9335
C  -0.0803  -2.2131  1.8164
C  0.8298  -2.8925  0.6695
C  0.3401  -2.5036  -0.8330
C  -1.1890  -2.8887  -1.1180
C  -1.6954  -2.5790  -2.6083
C  -1.4127  -1.0916  -3.1341
C  -2.3687  0.0406  -2.5225
C  -1.9944  0.5196  -1.0329
Si  -1.1833  2.2586  -0.9270
N  -1.1751  3.1704  -2.4581
C  0.5618  2.0350  -0.1286
C  1.7319  1.8258  -1.1787
O  1.8944  0.7997  -1.8849
O  2.7420  2.8625  -1.3308
C  4.0158  2.2468  -1.0071
C  5.0735  1.8047  -2.1407
O  4.2857  2.0302  0.1978
P  -2.3748  3.3808  0.6061
C  -4.1883  3.1151  0.0086
C  -2.2495  2.2241  2.1460
H  1.0384  0.2458  2.5201
H  0.9436  -0.1312  4.3176
H  -0.6323  -0.2155  3.3083
H  -0.6984  -1.3378  1.4150
H  -0.7955  -3.0143  2.2243
H  1.8888  -2.4523  0.8168
H  0.9300  -4.0324  0.8079
H  0.5596  -1.3809  -0.9481
H  1.0130  -3.0325  -1.6115
H  -1.3686  -4.0014  -0.8853
H  -1.8313  -2.3084  -0.3555
H  -2.8164  -2.8300  -2.6966
H  -1.1511  -3.3075  -3.3238
H  -0.3068  -0.7692  -3.0474
H  -1.6221  -1.1094  -4.2731
H  -2.3097  0.9453  -3.2357
H  -3.4699  -0.3107  -2.5862
H  -2.9678  0.4632  -0.4092
H  -1.2689  -0.2106  -0.5367
H  -0.8197  4.1275  -2.2743
H  -2.1328  3.3209  -2.8189
H  0.4698  1.1490  0.6041
H  0.7779  2.9780  0.4760
H  4.5117  1.2905  -3.0042
H  5.6823  2.6899  -2.5414
H  5.7642  1.0109  -1.6695
H  -4.2179  2.3350  -0.8426
H  -4.5831  4.1075  -0.3866
H  -4.7910  2.6955  0.8811
H  -1.4348  1.4184  1.9922
H  -3.2391  1.6817  2.2996
H  -1.9174  2.8727  3.0206
C  3.9108  -3.2143  4.6903
O  3.5032  -3.4307  3.5157
O  3.1251  -2.2947  5.3250
O  4.8720  -3.6889  5.3254
H  2.5442  -2.1918  4.5444

---

[3]
C16H34AlBBr2CsF5NaO19PS3 as an isolated structure at a distorted geometry. Source: OMol25; level of theory: the ωB97M-V functional and the def2-TZVPD basis.

## Properties
HOMO energy = -4.0 eV
orbital gap = 1.07 eV
energy = -263755.584 eV
total charge = 0

CARTESIAN COORDINATES (ANGSTROEM)
O  0.0814  0.9900  3.3022
P  -1.2066  1.3937  2.5803
O  -2.0031  2.4578  3.5772
O  -0.7434  2.1119  1.1396
C  -2.1969  -0.2192  2.2472
O  -1.1961  -1.1922  2.0519
B  -1.6666  -2.3262  1.2976
O  -1.7965  -2.3741  -0.0785
O  -1.9776  -3.5116  2.0567
C  -3.0517  -0.5415  3.5091
C  -4.3668  -1.3553  3.2488
C  -5.4229  -0.5306  2.4125
S  -4.4666  0.6553  1.3608
O  -4.4484  2.0285  1.9113
O  -5.1860  0.6804  0.0608
O  -2.9633  0.0177  1.0459
H  -2.0157  2.1454  4.4872
H  0.2021  2.3353  1.2927
H  -0.9518  -2.6221  -0.4983
H  -1.2045  -3.6233  2.6253
H  -2.3918  -1.1645  4.1586
H  -3.3254  0.3487  4.1173
H  -4.1988  -2.3109  2.6974
H  -4.8641  -1.6606  4.2034
H  -5.9140  -1.2185  1.6880
H  -6.1912  -0.0141  3.0182
C  -2.8953  5.2992  1.5244
S  -1.4729  5.8650  0.5709
O  -1.2857  7.3175  0.8611
C  -2.2702  5.7401  -1.0410
H  -2.6327  5.3338  2.5813
H  -3.7498  5.9522  1.3411
H  -3.1379  4.2729  1.2460
H  -3.1639  6.3650  -1.0618
H  -2.5325  4.6996  -1.2368
H  -1.5664  6.0849  -1.7967
O  1.7224  3.4874  1.9178
H  2.5175  3.9477  1.6294
H  2.0467  2.8294  2.5401
F  1.2914  -1.4087  -4.9841
Al  -0.0760  -1.9722  -4.0494
F  -1.0270  -3.1003  -4.9977
F  -1.0638  -0.6049  -3.5847
F  0.5119  -2.7793  -2.5850
Na  -1.1192  -1.7541  5.4421
C  3.3072  0.1103  -2.7984
C  4.6000  -0.2739  -2.0748
C  5.2965  1.0290  -1.6547
S  3.9847  2.2387  -1.4431
O  4.1476  3.2737  -2.4351
O  3.8255  2.5383  -0.0342
C  2.6506  1.1766  -1.9413
H  2.6435  -0.7397  -2.9292
H  3.5460  0.5120  -3.7857
H  4.3573  -0.8579  -1.1817
H  5.2465  -0.8892  -2.7022
H  5.8341  0.9124  -0.7148
H  5.9736  1.3966  -2.4252
H  1.8966  1.7542  -2.4733
H  2.2225  0.7404  -1.0372
C  -0.7143  0.7297  -7.4196
O  -1.4209  -0.1229  -6.8103
O  0.0698  1.4762  -6.5580
O  -0.6301  0.9833  -8.6366
H  -0.2466  1.0197  -5.7518
C  2.6665  -7.0975  -5.4524
C  1.5042  -6.9715  -4.5082
O  1.4597  -5.5969  -4.2397
C  1.9605  -4.9774  -5.3552
O  1.8306  -3.8445  -5.6067
O  2.6259  -5.8764  -6.1570
F  1.7454  -7.6413  -3.3457
H  3.6246  -7.1867  -4.9286
H  2.5572  -7.9423  -6.1337
H  0.5445  -7.2951  -4.9279
Cs  2.3688  -9.8436  -6.7813
Br  0.0703  -0.0565  8.2095
C  1.1418  1.5724  8.0958
C  2.4727  1.3988  8.7787
Br  2.2911  1.4834  10.7155
H  0.5426  2.3734  8.5204
H  1.2774  1.7515  7.0297
H  3.1432  2.2159  8.5176
H  2.9527  0.4516  8.5463

---

[4]
C16H34B2F8NO20S4Zr2 as an isolated structure at a distorted geometry. Source: OMol25; level of theory: the ωB97M-V functional and the def2-TZVPD basis.

## Properties
HOMO energy = -11.6 eV
relative energy (zero: lowest compared OMol25 entry of this formula, charge and spin) = 0.000 eV
orbital gap = 6.09 eV
energy = -128564.348 eV
total charge = +1

CARTESIAN COORDINATES (ANGSTROEM)
Zr  -0.6715  0.2116  -1.1468
Zr  0.2110  -2.7629  1.2892
N  -1.7146  -2.4162  1.8875
S  -3.0275  -1.3588  1.3579
O  -2.4327  -0.4947  0.2829
O  -4.0321  -0.7644  2.2613
F  -3.8182  -2.4263  0.5047
S  -2.6382  -2.7883  3.2241
O  -3.8232  -3.6072  3.1490
O  -2.5385  -1.7931  4.3139
F  -1.4538  -3.7796  3.6076
B  1.3493  0.0026  -2.1456
H  0.5526  -0.0834  -2.8682
H  1.2721  -0.7292  -1.3565
H  2.3326  -0.0182  -2.5892
H  1.2196  0.9405  -1.6281
B  1.4097  -2.7041  3.1145
H  0.8696  -3.6114  2.8921
H  2.0330  -2.7676  3.9930
H  1.9705  -2.3831  2.2504
H  0.5685  -2.0484  3.2777
O  -0.7868  2.0467  0.0531
C  -0.3387  1.9412  1.4043
C  0.6277  0.6963  1.7050
O  0.2432  -0.4985  0.9396
H  -1.2654  1.8359  1.9684
H  0.1221  2.8288  1.8377
H  0.6095  0.3964  2.7528
H  1.6878  0.8631  1.5138
O  -2.1556  -0.4576  -2.5609
C  -2.4150  -1.8832  -2.8137
C  -1.1705  -2.7708  -2.1601
O  -0.5809  -2.2833  -0.9769
H  -2.7393  -2.0582  -3.8394
H  -3.1701  -2.1494  -2.0741
H  -0.3334  -2.7063  -2.8553
H  -1.4611  -3.8179  -2.0753
C  0.8925  1.3668  -5.8627
C  1.2312  2.3709  -4.7491
O  0.1066  3.2167  -4.4631
C  -0.7868  2.8804  -3.5498
O  -0.7319  1.8714  -2.8874
C  -2.1041  3.7349  -3.5064
F  -3.1264  2.8713  -3.7145
F  -2.2678  4.1488  -2.2603
F  -2.2401  4.6890  -4.3666
H  -0.1138  0.9564  -5.7796
H  1.5772  0.5188  -5.8798
H  0.7645  1.8467  -6.8329
H  1.9401  3.0948  -5.1511
H  1.7352  2.0062  -3.8541
C  2.9556  -2.9423  -3.9580
C  2.9995  -3.6787  -2.6693
O  3.8556  -2.9700  -1.8036
C  3.3995  -2.4887  -0.5736
O  2.2706  -2.6850  -0.1509
C  4.3805  -1.7254  0.3395
F  4.1112  -0.4619  0.4888
F  4.2639  -2.3293  1.5622
F  5.5999  -1.9381  -0.0789
H  3.8667  -2.6642  -4.4877
H  2.3976  -2.0095  -3.8770
H  2.4694  -3.5902  -4.6874
H  3.4983  -4.6375  -2.8105
H  2.0501  -3.8526  -2.1629
C  3.0998  -0.4962  5.4172
C  3.4516  0.4082  6.5683
O  3.0436  1.7860  6.1408
S  1.8857  1.7390  4.9809
O  2.1223  2.8498  4.0119
O  0.6093  1.5652  5.6381
O  2.4832  0.2986  4.4105
H  2.3459  -1.2196  5.7278
H  4.0088  -0.9518  5.0246
H  4.5237  0.5829  6.6586
H  2.9611  0.1817  7.5150
C  -3.6975  3.9591  1.3064
C  -4.6980  4.6700  0.3815
O  -5.5942  3.6822  -0.1319
S  -5.1844  2.1224  0.3497
O  -4.3131  1.5575  -0.6835
O  -6.4200  1.5212  0.8927
O  -4.3071  2.7501  1.6014
H  -3.4811  4.4781  2.2402
H  -2.7463  3.7679  0.8095
H  -4.1912  5.1748  -0.4409
H  -5.4092  5.3716  0.8176

---

[5]
A 3-piece molecular cluster, C16H34BF3IO7 overall. Source: OMol25; level of theory: the ωB97M-V functional and the def2-TZVPD basis.

## Properties
HOMO energy = -5.3 eV
orbital gap = 7.96 eV
energy = -48405.746 eV
total charge = -1

CARTESIAN COORDINATES (ANGSTROEM)
C  -5.2414  -0.1685  -0.7956
C  -4.0341  -0.3411  0.1302
I  -3.5271  -2.4384  0.1254
C  -2.8569  0.5916  -0.2077
B  -1.2965  0.1819  0.1772
C  -0.4948  1.4878  0.7982
C  -0.7467  1.7875  2.3010
C  0.0709  0.9002  3.2043
O  1.2079  1.1391  3.5615
O  -0.5942  -0.2038  3.6536
C  -0.4216  -0.1714  -1.1589
O  -1.0981  -1.0877  -2.0949
C  -0.4794  -1.3532  -3.2139
F  -0.4817  -0.3088  -4.1086
F  -1.0770  -2.3742  -3.8366
F  0.8284  -1.6869  -3.0802
H  -5.9818  -0.9686  -0.6695
H  -4.9123  -0.1833  -1.8456
H  -5.7216  0.7978  -0.5841
H  -4.3602  -0.1063  1.1529
H  -2.9363  0.8704  -1.2734
H  -3.0771  1.5159  0.3615
H  -1.2542  -0.7075  1.0094
H  0.5883  1.3106  0.6815
H  -0.7436  2.3960  0.2270
H  -0.4700  2.8261  2.5439
H  -1.8103  1.6256  2.5328
H  -0.0265  -1.0009  3.5423
H  -0.2216  0.7587  -1.7169
H  0.5450  -0.6219  -0.8915
C  3.1209  -4.9966  2.5607
O  2.6196  -4.9079  3.8809
C  2.6205  -3.5872  4.3994
C  1.2602  -2.9317  4.3082
O  0.8630  -2.7311  2.9641
C  -0.0775  -3.6780  2.4754
H  2.8920  -5.9961  2.1940
H  2.6553  -4.2606  1.9016
H  4.2077  -4.8542  2.5443
H  3.3575  -2.9719  3.8725
H  2.9176  -3.6466  5.4510
H  1.3108  -1.9494  4.7884
H  0.5174  -3.5331  4.8431
H  -1.0645  -3.5075  2.9154
H  0.2401  -4.7051  2.6711
H  -0.1534  -3.5195  1.4013
C  0.3849  4.6996  -2.1223
O  0.2224  3.3955  -2.6338
C  0.2466  3.3054  -4.0445
C  1.5754  2.7852  -4.5453
O  2.6415  3.6807  -4.2633
C  3.3946  3.3099  -3.1231
H  0.5556  4.6030  -1.0510
H  1.2378  5.2109  -2.5787
H  -0.5191  5.2998  -2.2820
H  0.0258  4.2789  -4.4978
H  -0.5366  2.6026  -4.3453
H  1.5245  2.6603  -5.6313
H  1.7717  1.8048  -4.0997
H  4.0173  2.4332  -3.3340
H  2.7515  3.0903  -2.2681
H  4.0432  4.1498  -2.8763

---

[6]
C16H34BNP2Sn as an isolated structure at a distorted geometry. Source: OMol25; level of theory: the ωB97M-V functional and the def2-TZVPD basis.

## Properties
HOMO energy (alpha / beta) = -14.2 / -14.2 eV
relative energy (zero: lowest compared OMol25 entry of this formula, charge and spin) = 1.611 eV
orbital gap (alpha / beta) = 5.39 / 6.01 eV
energy = -43695.940 eV
total charge = +2

CARTESIAN COORDINATES (ANGSTROEM)
P  -1.6747  1.2466  -0.6450
P  1.8412  0.0135  -1.0185
C  -0.1362  1.9814  -1.3119
C  0.8086  1.0702  -2.0966
H  0.3655  2.4006  -0.4242
H  -0.4560  2.8149  -1.9520
H  0.2902  0.4471  -2.8558
H  1.5230  1.7051  -2.6391
C  3.3669  1.0751  -1.1757
H  4.2025  0.6518  -0.6019
H  3.2017  2.0997  -0.8198
H  3.6747  1.1468  -2.2266
C  2.4692  -1.4998  -1.7874
H  3.5094  -1.3518  -2.0992
H  1.8856  -1.8132  -2.6637
H  2.4324  -2.3303  -1.0804
C  -2.5746  2.8157  -0.2717
H  -3.5577  2.5768  0.1592
H  -2.7435  3.3374  -1.2249
H  -2.0336  3.4809  0.4105
C  -2.7675  0.7509  -2.0113
H  -2.2160  0.1279  -2.7364
H  -3.1392  1.6428  -2.5365
H  -3.6156  0.1993  -1.5759
Sn  -0.7161  -1.8956  -2.6317
C  1.9231  0.4534  1.0835
C  1.8099  1.8012  1.4425
C  1.4864  2.1760  2.8303
C  0.0311  1.8914  3.3644
C  -0.9910  1.9217  2.3151
C  -1.3429  0.8486  1.5066
C  -0.5672  -0.4908  1.4917
C  0.9533  -0.5410  1.7878
C  -2.5741  -2.5323  -1.6454
H  2.9436  0.0352  1.1418
H  2.2038  2.5832  0.7916
H  1.6736  3.2642  2.9129
H  2.1600  1.6420  3.5277
H  -0.0231  0.9150  3.8941
H  -0.1847  2.6964  4.0856
H  -1.6416  2.7937  2.2887
H  -2.4521  0.6713  1.4998
H  -0.7655  -1.0188  0.5524
H  -1.0455  -1.1457  2.2313
H  1.0875  -0.4508  2.8799
H  1.2660  -1.5716  1.5303
H  -3.2278  -2.7117  -2.5097
H  -2.9668  -1.7294  -1.0255
H  -2.3826  -3.4632  -1.0986
B  -0.3393  -5.4966  0.4953
C  0.0133  -4.4061  -0.5000
N  0.2668  -3.5581  -1.2716
H  -1.1995  -6.2080  0.0004
H  -0.7362  -4.9368  1.5100
H  0.6815  -6.1264  0.7035

---

[7]
C16H34BNP2W as an isolated structure at a distorted geometry. Source: OMol25; level of theory: the ωB97M-V functional and the def2-TZVPD basis.

## Properties
expectation value of S² = 2.017
HOMO energy (alpha / beta) = -14.4 / -14.8 eV
multiplicity = 3
relative energy (zero: lowest compared OMol25 entry of this formula, charge and spin) = 0.000 eV
orbital gap (alpha / beta) = 5.33 / 5.76 eV
energy = -39687.902 eV
total charge = +2

CARTESIAN COORDINATES (ANGSTROEM)
P  0.5139  -3.2945  -1.7732
P  0.0866  -0.2842  -1.4566
C  -0.4176  -2.4686  -3.1751
C  0.0553  -1.0066  -3.2223
H  -1.5173  -2.4786  -3.0506
H  -0.1995  -2.9597  -4.1359
H  1.0740  -0.8434  -3.6097
H  -0.5790  -0.3777  -3.8340
C  -1.5842  0.5582  -1.7452
H  -1.6866  1.5690  -1.3079
H  -2.4584  -0.0509  -1.4632
H  -1.6362  0.7635  -2.8207
C  0.9971  1.1832  -2.1064
H  0.9152  1.2871  -3.1868
H  2.0703  1.1755  -1.8502
H  0.5213  2.1010  -1.6420
C  -0.8500  -3.9650  -0.7351
H  -0.9163  -3.5446  0.3159
H  -0.5870  -5.0259  -0.6740
H  -1.8588  -3.8854  -1.1804
C  1.6211  -4.3933  -2.6833
H  2.4296  -3.8249  -3.1710
H  1.1078  -4.9502  -3.4817
H  2.0908  -5.1155  -2.0012
W  0.4858  -1.9433  -0.0167
C  1.2865  2.3315  2.5609
C  0.1126  2.7903  3.0434
C  -0.6613  3.9966  2.6654
C  -1.8984  3.6257  1.8777
C  -1.4043  2.9103  0.6253
C  -0.2261  3.1250  0.0939
C  1.1717  3.4260  0.2614
C  1.9470  2.4851  1.2462
C  1.8032  -3.1626  1.1718
H  1.8124  1.6432  3.2223
H  -0.3678  2.2331  3.8641
H  -0.0609  4.6630  2.0724
H  -0.9377  4.5564  3.5665
H  -2.5606  2.9707  2.4464
H  -2.4645  4.5290  1.5759
H  -2.2009  2.3509  0.1471
H  1.7195  -1.6376  -1.1654
H  1.3504  4.4184  0.7262
H  1.6444  3.3635  -0.7495
H  2.0505  1.4933  0.7485
H  2.9966  2.8791  1.3680
H  2.2144  -2.4477  1.9064
H  2.5988  -3.5989  0.5549
H  1.2791  -3.9558  1.7275
B  -2.0273  -0.3252  3.4984
C  -1.4166  -0.8924  2.2360
N  -0.8583  -1.3503  1.2926
H  -1.1623  -0.1381  4.3488
H  -2.7972  -1.2030  3.8600
H  -2.6206  0.6950  3.2141

---

energy of number 5 (C16H34BF3IO7)? -48405.746 eV

---

Among the records above, which one has the highest energy? C16H34BNP2W

---

Number 5 is which compound? C16H34BF3IO7

---

energy of number 1 (C16H33N3O2S2)? -47355.129 eV